1.
An isolated molecule of C4H4N4O in a non-equilibrium geometry. Source: OMol25; level of theory: the ωB97M-V functional and the def2-TZVPD basis.

Atoms and positions in Å:
C1 -1.043 0.639 -0.944
C2 -0.357 -0.868 0.473
C3 0.624 -0.029 0.486
C4 1.930 0.107 0.937
H1 -2.946 1.404 -1.915
H2 -1.269 2.215 -2.514
H3 -1.152 -2.675 0.810
H4 0.546 2.220 -0.136
N1 -1.759 1.217 -2.082
N2 -1.412 -0.556 -0.226
N3 0.114 1.095 -0.401
N4 3.041 0.362 1.216
O1 -0.248 -2.136 1.061

## Properties
- SMILES: N#Cc1[nH]c(N)nc1O
- Strongest force on any atom: 6.2 eV Å⁻¹
- Molecular weight: 124.1 g mol⁻¹
- E: -12217.1145 eV
- LUMO level: -0.0457 eV
- ΔE to the lowest compared entry with this formula, charge and spin: 3.396 eV



2.
A structure of composition C4H4N4O2S2 in a non-equilibrium geometry. Source: OMol25; level of theory: the ωB97M-V functional and the def2-TZVPD basis.

Atoms and positions in Å:
C1 -0.319 -2.531 -0.870
C2 0.175 -1.298 -0.304
C3 -1.291 1.149 1.412
C4 0.720 0.933 -0.612
N1 -0.019 -3.604 -0.183
N2 0.932 -1.549 0.732
N3 -1.517 2.253 1.074
N4 1.578 0.859 0.294
O1 0.440 2.017 -1.306
O2 -0.132 -0.087 -0.820
S1 1.002 -3.160 1.013
S2 -1.750 3.751 0.738
H1 -1.019 -2.683 -1.692
H2 -0.575 0.413 1.709
H3 2.165 1.599 0.554
H4 -0.390 1.938 -1.739

## Properties
- Strongest force on any atom: 3.5 eV Å⁻¹
- Molecular weight: 204.2 g mol⁻¹
- E: -35935.4109 eV
- LUMO level: 0.0997 eV
- ΔE to the lowest compared entry with this formula, charge and spin: 0.000 eV



3.
An isolated molecule of C4H4N6OS in a non-equilibrium geometry. Source: OMol25; level of theory: the ωB97M-V functional and the def2-TZVPD basis.

Atoms and positions in Å:
C1 -1.618 -2.166 -0.734
C2 0.671 1.281 1.933
C3 0.869 -0.462 0.832
C4 -1.458 -1.509 -2.857
N1 -2.313 -1.948 -1.821
N2 -0.292 -2.004 -0.881
N3 0.569 -0.033 2.083
N4 1.117 0.479 -0.057
N5 0.935 1.611 0.625
N6 -0.236 -1.501 -2.261
O1 2.417 -2.330 -0.189
S1 1.163 -2.193 0.469
H1 -2.006 -2.461 0.170
H2 0.591 2.090 2.570
H3 1.005 2.361 -0.047
H4 0.542 -1.618 -2.851

## Properties
- Strongest force on any atom: 3.7 eV Å⁻¹
- Molecular weight: 184.2 g mol⁻¹
- E: -26030.7211 eV
- LUMO level (alpha / beta): -0.7139 / -0.7140 eV
- ΔE to the lowest compared entry with this formula, charge and spin: 0.156 eV



4.
The ion C4H4NS with charge +1 in a non-equilibrium geometry. Source: OMol25; level of theory: the ωB97M-V functional and the def2-TZVPD basis.

Atoms and positions in Å:
C1 -0.809 0.700 -0.634
C2 -0.061 1.565 0.157
C3 0.434 -1.295 -0.259
C4 0.705 -0.809 0.973
N1 -0.472 -0.545 -0.749
S1 0.765 0.832 1.418
H1 -1.693 1.027 -1.165
H2 -0.090 2.641 0.087
H3 0.724 -2.225 -0.721
H4 1.046 -1.443 1.789

## Properties
- Strongest force on any atom: 4.4 eV Å⁻¹
- Molecular weight: 98.1 g mol⁻¹
- Net charge: +1
- E: -16528.6925 eV
- LUMO level: -6.3006 eV
- ΔE to the lowest compared entry with this formula, charge and spin: 0.743 eV



5.
A structure of composition C4H4NaO6 in a non-equilibrium geometry. Source: OMol25; level of theory: the ωB97M-V functional and the def2-TZVPD basis.

Atoms and positions in Å:
O1 2.185 -1.230 -0.453
C1 0.968 -1.539 -0.311
C2 0.013 -0.430 0.062
O2 -1.324 -0.723 -0.281
H1 0.162 -1.374 1.003
H2 0.534 -2.283 -1.012
H3 0.287 0.405 -0.607
C3 -2.162 0.310 -0.418
O3 -1.923 1.321 -1.025
O4 -3.323 0.082 0.171
H4 -3.378 -0.822 0.510
O5 2.077 2.572 0.148
C4 1.451 2.127 1.102
O6 1.065 0.957 1.336
Na1 3.369 0.627 -0.224

## Properties
- Strongest force on any atom: 5.6 eV Å⁻¹
- Molecular weight: 171.1 g mol⁻¹
- Expectation value of S²: 0.754
- 2S+1: 2
- E: -20909.6638 eV
- LUMO level (alpha / beta): -0.5959 / -0.6933 eV
- ΔE to the lowest compared entry with this formula, charge and spin: 4.185 eV



6.
An isolated molecule of C4H4O in a non-equilibrium geometry. Source: OMol25; level of theory: the ωB97M-V functional and the def2-TZVPD basis.

Atoms and positions in Å:
O1 1.472 -1.966 -1.446
C1 0.648 -1.225 -0.943
C2 -0.283 -0.471 -0.426
C3 -0.297 -0.028 0.983
C4 -0.311 0.996 -0.221
H1 -1.234 -0.243 1.478
H2 0.583 -0.129 1.591
H3 -1.200 1.519 -0.607
H4 0.622 1.548 -0.409

## Properties
- SMILES: O=C=C1CC1
- Strongest force on any atom: 5.0 eV Å⁻¹
- Molecular weight: 68.1 g mol⁻¹
- E: -6257.4940 eV
- LUMO level: 0.8756 eV
- ΔE to the lowest compared entry with this formula, charge and spin: 1.885 eV



7.
A cluster of 2 separate species, C4H4O in total in a non-equilibrium geometry. Source: OMol25; level of theory: the ωB97M-V functional and the def2-TZVPD basis.

Atoms and positions in Å:
C1 1.979 0.141 0.431
C2 1.729 -0.037 -0.741
C3 -1.559 -0.057 0.351
C4 -1.401 -0.720 -0.940
O1 -1.360 0.576 -0.918
H1 2.477 0.130 1.387
H2 1.245 -0.200 -1.561
H3 -2.440 0.262 0.991
H4 -0.670 -0.095 1.000

## Properties
- Strongest force on any atom: 6.3 eV Å⁻¹
- Molecular weight: 68.1 g mol⁻¹
- E: -6253.6906 eV
- LUMO level: 0.5367 eV
- ΔE to the lowest compared entry with this formula, charge and spin: 5.689 eV



8.
An isolated molecule of C4H4O in a non-equilibrium geometry. Source: OMol25; level of theory: the ωB97M-V functional and the def2-TZVPD basis.

Atoms and positions in Å:
O1 0.647 1.138 0.730
C1 -0.671 0.698 0.307
C2 -0.357 -0.378 -0.691
C3 0.851 -0.822 -0.312
C4 1.430 0.068 0.744
H1 -1.373 1.514 0.149
H2 -1.020 -0.725 -1.485
H3 1.430 -1.666 -0.666
H4 -0.937 0.173 1.225

## Properties
- Strongest force on any atom: 1.3 eV Å⁻¹
- Molecular weight: 68.1 g mol⁻¹
- E: -6256.2783 eV
- LUMO level: -0.1868 eV
- ΔE to the lowest compared entry with this formula, charge and spin: 3.101 eV



9.
An isolated molecule of C4H4O in a non-equilibrium geometry. Source: OMol25; level of theory: the ωB97M-V functional and the def2-TZVPD basis.

Atoms and positions in Å:
C1 0.858 -0.905 -0.110
C2 -2.287 -0.303 0.248
C3 -0.053 0.023 -0.114
C4 1.341 0.516 0.084
O1 -1.317 0.451 -0.222
H1 1.162 -1.912 -0.240
H2 -3.213 0.265 0.004
H3 1.646 0.847 1.072
H4 1.863 1.017 -0.722

## Properties
- Strongest force on any atom: 2.6 eV Å⁻¹
- Molecular weight: 68.1 g mol⁻¹
- E: -6253.9232 eV
- LUMO level: 0.1230 eV
- ΔE to the lowest compared entry with this formula, charge and spin: 5.456 eV



10.
An isolated molecule of C4H4O. Source: OMol25; level of theory: the ωB97M-V functional and the def2-TZVPD basis.

Atoms and positions in Å:
C1 1.169 -0.098 -0.466
C2 0.189 0.822 0.223
O1 0.428 1.967 0.533
C3 -1.088 0.151 0.479
C4 -2.040 -0.585 0.526
H1 0.636 -0.780 -1.133
H2 1.668 -0.707 0.297
H3 1.916 0.479 -1.013
H4 -2.877 -1.248 0.556

## Properties
- SMILES: C#CC(C)=O
- Strongest force on any atom: 0.6 eV Å⁻¹
- Molecular weight: 68.1 g mol⁻¹
- E: -6257.9894 eV
- LUMO level: 0.3281 eV
- ΔE to the lowest compared entry with this formula, charge and spin: 1.390 eV



11.
An isolated molecule of C4H4O in a non-equilibrium geometry. Source: OMol25; level of theory: the ωB97M-V functional and the def2-TZVPD basis.

Atoms and positions in Å:
C1 -0.813 -0.222 2.139
C2 -0.826 -1.270 3.693
C3 -0.332 0.451 0.961
C4 -0.036 -0.203 -0.285
O1 -1.708 0.539 1.510
H1 0.313 1.267 1.234
H2 -0.787 -1.067 -0.590
H3 1.019 -0.492 -0.109
H4 -0.228 0.487 -1.205

## Properties
- Strongest force on any atom: 5.3 eV Å⁻¹
- Molecular weight: 68.1 g mol⁻¹
- E: -6250.6094 eV
- LUMO level (alpha / beta): -0.6301 / -0.6086 eV
- ΔE to the lowest compared entry with this formula, charge and spin: 8.770 eV



12.
An isolated molecule of C4H4O in a non-equilibrium geometry. Source: OMol25; level of theory: the ωB97M-V functional and the def2-TZVPD basis.

Atoms and positions in Å:
C1 2.174 -0.506 0.405
C2 1.150 -0.032 -0.021
C3 -0.066 0.495 -0.571
C4 -1.404 0.100 0.131
O1 -0.828 1.354 0.244
H1 3.086 -0.927 0.767
H2 -0.594 0.001 -1.381
H3 -1.281 -0.679 0.864
H4 -2.347 0.130 -0.439

## Properties
- SMILES: C#C[C@H]1CO1
- Strongest force on any atom: 2.8 eV Å⁻¹
- Molecular weight: 68.1 g mol⁻¹
- E: -6255.1845 eV
- LUMO level: 1.0381 eV
- ΔE to the lowest compared entry with this formula, charge and spin: 4.195 eV



13.
A cluster of 2 separate species, C4H4O2 in total in a non-equilibrium geometry. Source: OMol25; level of theory: the ωB97M-V functional and the def2-TZVPD basis.

Atoms and positions in Å:
C1 0.132 1.948 0.111
C2 -0.005 0.754 -0.027
C3 3.401 0.010 -0.101
C4 -0.153 -0.681 0.013
O1 4.360 -0.405 0.358
O2 2.442 0.335 -0.603
H1 0.017 2.969 0.357
H2 -1.298 -0.983 0.236
H3 0.442 -1.015 0.757
H4 0.047 -1.144 -0.892

## Properties
- SMILES: O=C=O.C#CC
- Strongest force on any atom: 5.0 eV Å⁻¹
- Molecular weight: 84.1 g mol⁻¹
- E: -8305.8685 eV
- LUMO level: 0.5567 eV
- ΔE to the lowest compared entry with this formula, charge and spin: 1.209 eV



14.
An isolated molecule of C4H4O2 in a non-equilibrium geometry. Source: OMol25; level of theory: the ωB97M-V functional and the def2-TZVPD basis.

Atoms and positions in Å:
C1 -1.902 0.612 -0.544
C2 -0.564 0.416 -0.752
C3 -0.152 -0.955 0.027
C4 1.145 -0.542 0.791
O1 -3.010 0.986 -0.342
O2 -0.049 -0.767 -1.358
H1 0.053 1.372 -0.601
H2 1.978 -0.152 0.089
H3 1.634 -1.312 1.221
H4 0.868 0.342 1.470

## Properties
- Strongest force on any atom: 5.1 eV Å⁻¹
- Molecular weight: 84.1 g mol⁻¹
- E: -8301.7476 eV
- LUMO level (alpha / beta): -0.6653 / -0.6648 eV
- ΔE to the lowest compared entry with this formula, charge and spin: 5.330 eV



15.
An isolated molecule of C4H4O2 in a non-equilibrium geometry. Source: OMol25; level of theory: the ωB97M-V functional and the def2-TZVPD basis.

Atoms and positions in Å:
C1 -0.711 0.466 0.034
C2 -2.548 0.236 -0.020
C3 0.449 1.138 0.025
C4 -0.884 -1.039 -0.044
O1 -3.492 0.974 -0.006
O2 -2.291 -1.057 0.024
H1 1.289 0.562 -0.009
H2 0.413 2.172 -0.053
H3 -0.570 -1.817 -0.838
H4 -0.592 -1.470 0.847

## Properties
- SMILES: C=C1COC1=O
- Strongest force on any atom: 4.5 eV Å⁻¹
- Molecular weight: 84.1 g mol⁻¹
- E: -8304.6859 eV
- LUMO level: 0.8195 eV
- ΔE to the lowest compared entry with this formula, charge and spin: 2.391 eV



16.
An isolated molecule of C4H4O2 in a non-equilibrium geometry. Source: OMol25; level of theory: the ωB97M-V functional and the def2-TZVPD basis.

Atoms and positions in Å:
C1 1.494 1.471 -0.600
C2 0.576 0.514 -0.135
C3 -0.128 -0.461 0.057
C4 -1.097 -1.392 0.718
H1 1.628 2.034 0.316
H2 1.098 1.988 -1.476
H3 2.488 1.043 -0.870
H4 -3.051 -1.858 0.272
O1 -2.312 -1.190 0.184
O2 -0.697 -2.149 1.536

## Properties
- SMILES: CC#CC(=O)O
- Strongest force on any atom: 4.0 eV Å⁻¹
- Molecular weight: 84.1 g mol⁻¹
- E: -8305.6545 eV
- LUMO level: 0.6796 eV
- ΔE to the lowest compared entry with this formula, charge and spin: 1.423 eV



17.
An isolated molecule of C4H4O2 in a non-equilibrium geometry. Source: OMol25; level of theory: the ωB97M-V functional and the def2-TZVPD basis.

Atoms and positions in Å:
C1 0.104 -0.118 -0.850
C2 0.653 0.363 0.405
C3 -0.173 1.231 1.669
C4 0.114 -0.069 1.839
H1 -1.296 -0.991 -1.676
H2 1.752 0.662 0.364
H3 -0.535 2.263 1.894
H4 -0.537 -1.035 2.318
O1 -1.280 -0.337 -0.968
O2 0.834 -0.830 -1.691

## Properties
- SMILES: O=C(O)C1C=C1
- Strongest force on any atom: 7.2 eV Å⁻¹
- Molecular weight: 84.1 g mol⁻¹
- E: -8303.3503 eV
- LUMO level: 0.1405 eV
- ΔE to the lowest compared entry with this formula, charge and spin: 3.727 eV



18.
An isolated molecule of C4H4O2S in a non-equilibrium geometry. Source: OMol25; level of theory: the ωB97M-V functional and the def2-TZVPD basis.

Atoms and positions in Å:
C1 -0.101 -2.001 -1.075
C2 -0.478 0.406 0.028
C3 1.612 -0.654 -0.131
C4 -1.273 1.390 0.780
O1 1.109 -1.514 -0.987
O2 0.775 0.318 0.380
S1 3.196 -0.611 0.253
H1 -0.322 -2.170 -2.140
H2 -1.906 1.920 0.070
H3 -0.669 2.075 1.377
H4 -1.944 0.841 1.444

## Properties
- Strongest force on any atom: 2.3 eV Å⁻¹
- Molecular weight: 116.1 g mol⁻¹
- E: -19135.9726 eV
- LUMO level: -0.6701 eV
- ΔE to the lowest compared entry with this formula, charge and spin: 7.019 eV



19.
A structure of composition C4H4O2Y in a non-equilibrium geometry. Source: OMol25; level of theory: the ωB97M-V functional and the def2-TZVPD basis.

Atoms and positions in Å:
H1 -3.420 -2.050 0.581
O1 -4.692 1.049 -0.276
C1 -3.436 0.539 -0.368
C2 -3.209 -0.763 -0.387
C3 -2.387 -1.803 -0.109
H2 -4.686 1.986 -0.490
H3 -2.609 1.254 -0.365
H4 -2.270 -2.622 -0.828
C4 -0.143 -1.467 0.440
O2 0.861 -1.107 0.878
Y1 3.019 -0.317 1.282

## Properties
- Strongest force on any atom: 7.1 eV Å⁻¹
- Molecular weight: 173.0 g mol⁻¹
- Net charge: +3
- E: -9310.5577 eV
- LUMO level (alpha / beta): -13.6622 / -13.4990 eV
- ΔE to the lowest compared entry with this formula, charge and spin: 2.324 eV



20.
An isolated molecule of C4H4O3 in a non-equilibrium geometry. Source: OMol25; level of theory: the ωB97M-V functional and the def2-TZVPD basis.

Atoms and positions in Å:
C1 0.027 -0.553 0.217
C2 -1.394 -0.792 0.445
C3 0.114 1.881 -0.256
C4 0.748 0.557 -0.016
O1 0.738 2.919 -0.174
O2 -2.445 -0.058 0.240
O3 -2.511 0.964 -0.599
H1 0.520 -1.523 0.410
H2 -1.636 -1.828 0.983
H3 -0.980 1.714 -0.540
H4 1.836 0.414 -0.242

## Properties
- Strongest force on any atom: 2.9 eV Å⁻¹
- Molecular weight: 100.1 g mol⁻¹
- E: -10348.8041 eV
- LUMO level (alpha / beta): -1.8162 / -1.8159 eV
- ΔE to the lowest compared entry with this formula, charge and spin: 6.408 eV